(1)
ORCA calculation (ωB97M-V/def2-TZVPD) on a single CH6N3O2P molecule in a non-equilibrium geometry.

Results
SMILES string = NP(N)(=O)NC=O

The geometry in ORCA input format:
```
! wB97M-V def2-TZVPD RIJCOSX def2/J DEFGRID3
* xyz 0 1
N -1.08 -1.14 1.20
P -1.03 -0.14 -0.13
N -0.64 -1.09 -1.42
O -2.10 0.84 -0.37
N 0.56 1.24 -0.03
C 1.74 0.68 0.23
O 1.87 -0.54 0.19
H -1.38 -0.67 2.07
H -0.09 -1.15 1.49
H -1.03 -0.56 -2.23
H 0.37 -1.01 -1.40
H 0.24 2.22 -0.24
H 2.56 1.33 0.64
*
```

Here are the natural (NBO) charges for atoms 1 to 5, given in e:
1. N -1.150
2. P 2.280
3. N -1.167
4. O -1.080
5. N -0.911

***

(2)
ORCA calculation (ωB97M-V/def2-TZVPD) on 3 unconnected molecules or ions with the total composition C6H21N2O2 in a non-equilibrium geometry.

The geometry in ORCA input format:
```
! wB97M-V def2-TZVPD RIJCOSX def2/J DEFGRID3
* xyz 1 1
N -0.18 1.47 2.24
C -0.61 0.15 1.72
C 0.06 -0.32 0.46
N -0.86 -1.23 -0.23
C -0.70 -2.65 -0.10
C -0.16 -1.03 -2.65
C -1.31 -0.80 -1.58
C -1.91 0.57 -1.54
H -0.92 2.17 2.23
H 0.22 1.50 3.17
H 0.54 1.86 1.62
H -1.72 0.09 1.70
H -0.67 -0.62 2.50
H 0.40 0.44 -0.27
H 1.05 -0.77 0.58
H 0.18 -3.12 -0.62
H -0.53 -3.03 0.92
H -1.57 -3.19 -0.42
H -0.04 -2.01 -3.11
H -0.53 -0.49 -3.50
H 0.79 -0.62 -2.29
H -1.97 -1.65 -1.92
H -1.75 1.13 -0.62
H -2.95 0.52 -1.80
H -1.44 1.21 -2.34
H 2.62 1.25 -0.22
H 2.97 2.65 -0.91
O 2.82 2.20 -0.06
H 3.03 1.25 3.03
H 2.78 1.82 1.66
O 2.34 1.26 2.35
*
```

Here are the natural (NBO) charges for atoms 1 to 5, given in e:
1. N -0.665
2. C -0.277
3. C -0.265
4. N -0.464
5. C -0.418

***

(3)
ORCA calculation (ωB97M-V/def2-TZVPD) on a molecular structure, C10H18F6HfNO5S2Se2Te in a non-equilibrium geometry.

The geometry in ORCA input format:
```
! wB97M-V def2-TZVPD RIJCOSX def2/J DEFGRID3
* xyz 1 1
Hf 0.12 -1.42 0.86
F -1.88 1.66 4.51
C -1.15 0.58 4.70
F -0.24 0.78 5.62
F -1.91 -0.45 5.00
S -0.29 0.18 3.10
O -1.35 -0.10 2.10
O 0.51 -1.06 3.17
N 0.58 1.43 2.82
S 1.94 1.16 2.01
O 2.54 2.37 1.59
O 1.68 0.16 0.93
C 3.17 0.33 3.20
F 2.73 0.51 4.43
F 4.32 0.94 3.03
F 3.28 -0.95 2.92
C 2.40 -0.88 -2.32
Se 1.96 -2.32 -1.08
C 0.88 -3.41 -2.25
C -0.42 -2.75 -2.66
Se -1.68 -2.36 -1.21
C -2.59 -1.03 -2.30
H 3.06 -1.30 -3.08
H 2.93 -0.12 -1.76
H 1.52 -0.44 -2.78
H 0.74 -4.35 -1.72
H 1.47 -3.60 -3.15
H -0.97 -3.37 -3.37
H -0.22 -1.79 -3.13
H -1.92 -0.23 -2.58
H -3.45 -0.65 -1.76
H -2.95 -1.55 -3.19
Te 0.05 -3.94 1.38
C -0.74 2.98 -1.53
C -2.16 2.43 -1.34
C -1.96 1.46 -0.20
O -0.68 0.83 -0.47
C 0.17 1.83 -1.09
H -0.58 3.84 -0.88
H -0.54 3.30 -2.55
H -2.51 1.92 -2.23
H -2.88 3.21 -1.10
H -2.70 0.68 -0.10
H -1.89 1.99 0.75
H 0.68 1.34 -1.93
H 0.92 2.17 -0.38
*
```

Here are the natural (NBO) charges for atoms 1 to 5, given in e:
1. Hf 1.214
2. F -0.274
3. C 0.812
4. F -0.271
5. F -0.271

***

(4)
ORCA calculation (ωB97M-V/def2-TZVPD) on a single C6H11N molecule in a non-equilibrium geometry.

Results
SMILES string = C/C=C/C/C=C/N

The geometry in ORCA input format:
```
! wB97M-V def2-TZVPD RIJCOSX def2/J DEFGRID3
* xyz 0 1
C -3.32 -0.52 0.77
C -1.95 -0.87 0.25
C -1.02 -0.03 -0.19
C 0.39 -0.29 -0.53
C 1.49 0.30 0.34
C 2.40 1.13 -0.25
N 3.80 0.78 -0.36
H -4.04 -0.41 -0.04
H -3.23 0.49 1.22
H -3.75 -1.30 1.42
H -2.02 -1.90 -0.12
H -1.30 1.02 0.06
H 0.54 -0.09 -1.60
H 0.59 -1.36 -0.31
H 1.38 0.15 1.42
H 2.23 2.21 -0.41
H 3.98 0.93 -1.36
H 3.82 -0.24 -0.32
*
```

Here are the natural (NBO) charges for atoms 1 to 5, given in e:
1. C -0.645
2. C -0.181
3. C -0.188
4. C -0.463
5. C -0.392

***

(5)
ORCA calculation (ωB97M-V/def2-TZVPD) on 11 unconnected molecules or ions with the total composition C6H33NO11 in a non-equilibrium geometry.

Results
SMILES string = CCN(C)[C@H](C)C=O.O.O.O.O.O.O.O.O.O.O

The geometry in ORCA input format:
```
! wB97M-V def2-TZVPD RIJCOSX def2/J DEFGRID3
* xyz 0 1
C 1.95 -2.07 2.00
C 0.89 -1.80 1.01
N 0.09 -0.63 1.48
C -0.68 -0.94 2.62
C -0.67 -0.28 0.26
C -1.01 1.21 0.49
C -1.89 -1.11 0.00
O -2.69 -0.82 -0.91
H 2.84 -2.69 1.60
H 1.56 -2.73 2.78
H 2.60 -1.35 2.34
H 0.21 -2.66 0.84
H 1.31 -1.83 -0.10
H -1.30 -1.95 2.63
H -1.46 -0.29 3.03
H -0.06 -0.94 3.54
H 0.13 -0.29 -0.48
H -1.86 1.43 0.00
H -1.30 1.62 1.46
H -0.33 2.02 0.00
H -1.91 -2.12 0.61
O 1.83 -1.46 -4.13
H 1.25 -0.75 -4.06
H 2.51 -1.34 -3.49
O -3.91 1.70 1.49
H -4.64 1.94 0.78
H -3.32 1.18 1.00
O -0.68 -3.39 -1.24
H -0.01 -3.89 -1.67
H -1.40 -3.20 -1.92
O -4.25 1.35 -1.32
H -5.09 0.88 -1.51
H -3.66 0.49 -1.41
O -2.95 3.99 -2.05
H -3.18 3.62 -1.25
H -2.77 3.25 -2.50
O 3.50 2.28 -0.97
H 3.04 1.90 -0.18
H 3.47 3.22 -1.12
O 2.39 0.02 -2.15
H 2.90 0.14 -1.31
H 2.43 1.02 -2.44
O 0.91 3.63 3.35
H 1.48 4.07 2.79
H 0.69 4.22 4.06
O 2.72 1.44 1.53
H 1.90 1.41 1.85
H 3.26 0.85 1.95
O 1.59 -3.75 -2.85
H 1.09 -2.98 -3.21
H 2.47 -3.60 -3.25
*
```

Here are the natural (NBO) charges for atoms 1 to 5, given in e:
1. C -0.640
2. C -0.261
3. N -0.452
4. C -0.460
5. C -0.214

***

(6)
ORCA calculation (ωB97M-V/def2-TZVPD) on a molecular structure, C15H23BiF9NO3P2 in a non-equilibrium geometry.

The geometry in ORCA input format:
```
! wB97M-V def2-TZVPD RIJCOSX def2/J DEFGRID3
* xyz 2 1
Bi 0.21 0.73 0.17
P 2.46 -0.64 -0.07
C 2.39 -0.55 -1.89
C 1.11 -1.16 -2.39
N -0.03 -0.77 -1.76
C -1.22 -1.27 -2.18
C -1.29 -2.20 -3.21
C -0.12 -2.62 -3.84
C 1.10 -2.10 -3.41
C -2.49 -0.77 -1.52
P -2.31 0.91 -0.76
H 2.06 -2.41 -3.82
H -2.27 -2.56 -3.51
H -0.15 -3.35 -4.64
H -3.30 -0.69 -2.26
H -2.83 -1.46 -0.73
H 2.36 0.58 -2.16
H 3.28 -1.02 -2.32
H 1.12 2.82 -1.96
O 1.89 2.16 -2.30
H 2.73 2.64 -2.34
H -0.18 2.85 -0.60
O 0.00 3.50 -1.37
H 0.18 4.36 -0.93
C -2.64 2.03 -2.16
H -3.65 1.85 -2.56
H -2.56 3.08 -1.83
H -1.91 1.88 -2.97
C -3.69 1.07 0.39
H -3.64 2.06 0.87
H -4.66 0.96 -0.13
H -3.61 0.30 1.18
C 2.11 -2.33 0.47
H 2.98 -2.98 0.27
H 1.92 -2.32 1.55
H 1.24 -2.76 -0.03
C 4.08 -0.19 0.56
H 3.97 0.08 1.63
H 4.77 -1.03 0.47
H 4.48 0.68 0.02
F 0.15 -2.35 3.75
C 0.62 -1.11 4.00
F 0.76 -0.95 5.34
F 1.88 -1.07 3.46
C -0.28 -0.03 3.31
O -0.31 -0.34 1.95
C -1.76 -0.11 3.81
F -1.90 -0.06 5.16
F -2.49 0.93 3.29
F -2.35 -1.25 3.37
C 0.30 1.39 3.61
F 0.21 1.76 4.91
F 1.62 1.48 3.25
F -0.35 2.35 2.86
*
```

Here are the natural (NBO) charges for atoms 1 to 5, given in e:
1. Bi 1.471
2. P 0.989
3. C -0.845
4. C 0.266
5. N -0.575

***

Computed energy above the lowest of the compared OMol25 structures with the same formula, charge and spin, in the same sequence as the records: 47.3 181.9 59.6 464.0 704.5 135.7 kJ/mol.
Computed Kohn-Sham gap, in the same sequence as the records: 10.95 8.30 7.04 7.18 9.13 7.25 eV.